# 1
9
Properties=species:S:1:pos:R:3:forces:R:3 method="wB97M-V/def2-TZVPD" homo_lumo_gap_ha=0.282 e_tot_ev=-25360.0304 molar_mass_da=124.0 homo_energy_ev=-9.01 relative_energy_kj_mol=31.1
C 0.323366 1.258883 -1.322343 0.3 0.2 2.5
N 0.499402 0.335277 -0.217894 -2.4 -1.0 2.5
N -0.346203 -0.743090 1.952809 -0.7 -5.9 2.5
F -0.329786 -3.190303 0.962698 -0.3 0.4 0.7
P -0.750628 0.315632 0.787839 1.5 0.4 -2.0
P -0.475478 -2.343107 2.328292 0.9 4.6 -1.9
H -0.454592 0.943988 -1.941640 -1.1 0.0 -1.4
H 1.274394 1.191236 -1.669532 2.4 0.3 -2.6
H 0.259526 2.231485 -0.880229 -0.7 1.0 -0.4

***

# 2
9
Properties=species:S:1:pos:R:3:forces:R:3 method="wB97M-V/def2-TZVPD" homo_lumo_gap_ha=0.307 e_tot_ev=-30670.5088 molar_mass_da=331.8 homo_energy_ev=-9.53 relative_energy_kj_mol=191.5
C -0.733604 -0.721083 1.689401 0.0 0.0 -0.3
O -0.448452 0.840850 -3.363620 -1.0 -0.2 -1.1
O 1.328244 0.205209 -1.859511 0.0 0.2 0.1
P 0.372799 1.461715 -2.353585 1.3 -0.3 1.1
I 2.588587 0.117259 -0.335554 -0.1 0.2 -0.2
I -1.082320 1.168578 0.729174 -0.1 -0.3 0.4
H -0.359937 -0.545314 2.689371 0.0 0.1 0.0
H -1.667569 -1.270120 1.705907 -0.1 0.1 0.0
H 0.002251 -1.257093 1.098416 0.0 0.1 0.0

***

# 3
9
Properties=species:S:1:pos:R:3:forces:R:3 method="wB97M-V/def2-TZVPD" homo_lumo_gap_ha=0.318 e_tot_ev=-30671.2080 smiles="COP(=O)(I)I" molar_mass_da=331.8 homo_energy_ev=-10.27 relative_energy_kj_mol=124.0
C -1.346959 0.135218 0.335537 -2.3 -1.4 0.1
O 2.424137 1.330694 -0.456441 0.5 0.3 -0.1
O -0.344742 0.998216 -0.077956 4.0 -1.2 -0.6
P 1.470459 0.250112 -0.351437 -4.6 1.1 0.5
I 1.088860 -1.058147 -2.339533 0.1 0.1 0.3
I 1.745721 -1.218964 1.523648 0.0 0.0 -0.1
H -2.106304 -0.152597 -0.509624 1.3 0.9 1.2
H -1.946055 0.589616 1.219211 1.0 -0.6 -1.4
H -0.985118 -0.874147 0.656595 -0.1 0.7 0.1

***

# 4
7
Properties=species:S:1:pos:R:3:forces:R:3 method="wB97M-V/def2-TZVPD" homo_lumo_gap_ha=0.307 e_tot_ev=-26573.6028 molar_mass_da=299.8 homo_energy_ev=-8.82 relative_energy_kj_mol=309.2
C -1.741572 -0.397517 0.417828 -0.4 3.2 -4.9
P -1.046199 0.809857 -0.588583 -1.1 -0.9 1.0
I 3.841891 -0.505093 -0.142213 -0.1 -0.8 0.7
I -3.526323 -1.214186 -0.145287 -0.3 -0.5 -0.1
H -1.351123 -0.735045 1.258722 1.5 -1.3 4.0
H 4.000483 0.650135 -1.173710 0.1 0.8 -0.7
H -0.177157 1.391848 0.373243 0.4 -0.5 0.0

***

# 5
9
Properties=species:S:1:pos:R:3:forces:R:3 method="wB97M-V/def2-TZVPD" homo_lumo_gap_ha=0.299 e_tot_ev=-16255.5525 smiles="CON(I)N=O" molar_mass_da=202.0 homo_energy_ev=-9.34 relative_energy_kj_mol=468.7
C 0.338575 1.241164 -0.364480 1.2 0.2 -0.4
N -0.614485 -2.026961 -0.054265 -0.3 -2.5 -0.8
N -0.323713 -1.009432 0.577875 0.0 4.7 -0.1
O -1.203646 -2.071380 -1.104350 -0.1 0.6 -0.2
O -0.735775 0.533226 0.118579 -0.9 -3.0 1.1
I 0.707039 -1.069901 2.288982 0.2 0.0 0.3
H -0.030820 2.266680 -0.470299 0.0 -0.1 0.0
H 0.684940 0.877660 -1.340745 0.0 0.1 0.1
H 1.177886 1.258944 0.348704 0.0 0.0 -0.2

***

# 6
7
Properties=species:S:1:pos:R:3:forces:R:3 method="wB97M-V/def2-TZVPD" homo_lumo_gap_ha="0.248 / 0.248" charge=-1 e_tot_ev=-12721.1531 smiles=CN([O-])I molar_mass_da=171.9 homo_energy_ev="-3.27 / -3.27" relative_energy_kj_mol=403.4
C -0.653317 0.243687 -0.013249 0.1 -0.7 3.9
N 0.504089 -0.491688 0.501882 0.6 -4.6 -2.2
O 0.528348 -1.852468 -0.310918 -0.2 5.2 2.8
I 2.312040 0.873855 -0.045501 0.0 -0.1 -0.1
H -0.629865 0.157206 -1.024555 -1.1 -0.7 -3.0
H -1.439844 -0.224559 0.667363 0.2 0.4 -1.7
H -0.621451 1.293968 0.224978 0.3 0.5 0.4

***

# 7
8
Properties=species:S:1:pos:R:3:forces:R:3 method="wB97M-V/def2-TZVPD" spin_multiplicity=3 homo_lumo_gap_ha="0.252 / 0.256" e_tot_ev=-22007.7884 molar_mass_da=202.9 homo_energy_ev="-6.42 / -9.91" relative_energy_kj_mol=130.8
C -1.031890 2.001195 -0.071267 0.2 3.0 -1.6
N -0.280141 1.197881 0.303150 2.2 -5.1 1.9
O -1.119109 -1.205014 -0.363360 -1.6 -1.7 -1.9
P -0.402073 -0.635270 0.752605 1.1 3.6 1.0
I -2.795932 2.968423 0.027740 -2.3 0.6 0.3
H 2.107571 -1.591064 -0.885340 0.8 -0.6 0.8
H 0.977757 -0.799457 0.574570 0.3 -0.2 0.4
H 2.543814 -1.936693 -0.338097 -0.6 0.5 -0.9

***

# 8
7
Properties=species:S:1:pos:R:3:forces:R:3 method="wB97M-V/def2-TZVPD" homo_lumo_gap_ha=0.352 e_tot_ev=-13280.2407 smiles=OC(O)I molar_mass_da=173.9 homo_energy_ev=-9.60 relative_energy_kj_mol=97.1
C 0.264056 -0.429379 0.148011 -2.2 2.7 -1.8
O 1.048713 0.665755 -0.073679 -0.9 2.5 0.3
O -0.636250 -0.563110 -0.916463 0.9 -2.5 1.1
I -0.894361 -0.139891 2.159300 0.8 -0.5 -1.2
H 0.854066 -1.256123 -0.020309 1.4 -2.2 1.3
H 0.462452 1.502761 -0.237698 1.6 -2.3 0.6
H -1.098676 0.219987 -1.059162 -1.4 2.2 -0.3